DFT (ωB97M-V with the def2-TZVPD basis set) results for a structure of composition C41H90F3N5O3S at a distorted geometry.

Last column: Mulliken charge in e.
CARTESIAN COORDINATES (ANGSTROEM)
C -3.423 8.204 -12.233  -0.5451
F -4.569 7.531 -12.159  1.3480
F -3.202 8.429 -13.518  -0.1815
F -3.516 9.365 -11.577  -0.5800
S -1.936 7.119 -11.509  2.7360
O -2.090 7.361 -10.061  0.2799
O -2.166 5.704 -11.677  -0.8308
O -0.677 7.473 -12.120  -0.5143
C 1.052 5.574 -14.150  -0.7688
C 1.470 6.053 -12.778  -0.4232
C 0.642 5.692 -11.673  -0.0177
N 1.131 6.307 -10.330  0.9541
C 1.194 7.842 -10.394  -0.9173
C 0.203 5.980 -9.082  0.3032
C 1.083 5.007 -8.258  -0.9897
C 2.537 5.487 -8.450  -1.0407
C 2.515 5.759 -9.883  -0.5713
H 1.666 6.033 -14.925  0.5089
H 0.023 5.883 -14.332  -0.1194
H 1.166 4.492 -14.218  0.3769
H 1.560 7.136 -12.866  0.1464
H 2.521 5.827 -12.595  0.5222
H 0.644 4.602 -11.649  1.0353
H -0.370 6.078 -11.795  -0.0880
H 1.292 8.407 -9.467  1.1040
H 0.398 8.154 -11.072  -1.3292
H 2.038 8.189 -10.990  0.2577
H -0.005 6.919 -8.568  0.2287
H -0.672 5.534 -9.555  0.0906
H 0.807 5.238 -7.229  0.5189
H 0.885 3.970 -8.527  0.4374
H 2.624 6.436 -7.921  0.3070
H 3.299 4.815 -8.055  0.5097
H 3.393 6.286 -10.256  0.3542
H 2.697 4.760 -10.279  0.5626
C -6.208 7.876 -10.963  -1.5885
C -5.179 6.646 -10.869  0.8332
C -5.383 6.102 -9.517  -0.6329
N -4.436 4.903 -9.226  0.9828
C -4.724 3.791 -10.303  -0.9301
C -4.742 4.279 -7.856  -0.4248
C -3.386 3.894 -7.152  -1.0590
C -2.367 4.183 -8.245  -0.3009
C -2.986 5.206 -9.101  0.2200
H -6.235 8.294 -11.969  0.2654
H -6.062 8.715 -10.282  -0.3366
H -7.241 7.534 -10.900  0.5978
H -4.181 7.059 -11.016  -0.0663
H -5.308 5.854 -11.607  1.0860
H -6.355 5.901 -9.066  0.8525
H -5.129 6.948 -8.879  -0.5272
H -4.208 2.974 -9.799  0.8456
H -4.563 4.070 -11.344  -1.4636
H -5.770 3.545 -10.115  0.5474
H -5.386 3.430 -8.084  0.4262
H -5.352 5.081 -7.441  0.4025
H -3.414 2.825 -6.939  0.4357
H -3.146 4.466 -6.255  0.3875
H -2.123 3.271 -8.790  0.6052
H -1.416 4.614 -7.933  -0.2981
H -2.598 5.095 -10.113  -0.5651
H -2.801 6.269 -8.945  -0.0476
C 2.752 13.797 -10.301  -1.3569
C 1.416 13.133 -10.024  -0.2294
C 1.563 11.654 -9.957  -0.9358
N 0.206 10.945 -9.756  1.0172
C -0.365 11.288 -8.338  -0.7515
C 0.272 9.395 -9.834  -0.3849
C -0.616 8.919 -11.069  0.7372
C -1.537 10.100 -11.262  -0.2682
C -0.732 11.349 -10.941  -1.7112
H 3.049 13.311 -11.231  0.3510
H 3.522 13.648 -9.544  0.3540
H 2.544 14.845 -10.518  0.4041
H 0.683 13.246 -10.823  0.4592
H 0.983 13.554 -9.116  0.3121
H 2.218 11.341 -9.144  0.4520
H 1.821 11.206 -10.916  0.4828
H -1.317 10.829 -8.071  -0.1036
H -0.485 12.363 -8.209  0.3322
H 0.310 10.899 -7.576  0.3226
H 0.060 8.992 -8.844  -1.6088
H 1.322 9.173 -10.024  -0.2774
H -1.309 8.109 -10.843  -2.2271
H 0.041 8.709 -11.913  0.6249
H -2.501 10.020 -10.760  -0.1449
H -1.800 9.942 -12.308  0.8167
H -1.178 12.285 -10.606  0.4148
H -0.208 11.653 -11.847  0.4702
C -1.584 8.663 -15.800  -0.9459
C -2.599 7.584 -15.830  -0.6153
C -2.525 6.540 -14.694  0.3618
N -3.516 5.311 -14.914  0.3825
C -3.181 4.618 -16.300  -0.9492
C -3.496 4.364 -13.742  -0.9588
C -4.562 4.900 -12.715  0.8401
C -5.404 5.913 -13.576  -0.4290
C -4.961 5.641 -15.034  -0.9473
H -0.784 8.591 -16.538  0.3881
H -1.041 8.774 -14.861  -0.0628
H -1.933 9.672 -16.019  0.3407
H -2.406 7.020 -16.742  0.5096
H -3.594 7.948 -16.087  0.3739
H -2.848 6.913 -13.723  -0.5105
H -1.527 6.103 -14.697  -0.7215
H -3.655 3.649 -16.455  0.4061
H -2.098 4.495 -16.338  0.3478
H -3.671 5.103 -17.144  0.4358
H -3.720 3.319 -13.955  0.4859
H -2.453 4.475 -13.445  0.0733
H -5.063 3.978 -12.418  1.0666
H -4.138 5.363 -11.824  -1.3584
H -6.455 5.684 -13.402  0.8455
H -5.214 6.934 -13.243  -0.2321
H -5.408 4.693 -15.332  0.5082
H -5.164 6.506 -15.667  0.4677
C -5.561 9.243 -4.517  -1.4351
C -5.590 9.431 -6.060  -0.5798
C -4.274 9.848 -6.563  -0.4832
N -3.939 9.511 -8.039  1.0341
C -5.017 9.974 -9.020  -0.9456
C -3.815 7.926 -8.216  -1.3410
C -2.322 7.604 -8.048  -0.5376
C -1.571 8.715 -8.675  1.1625
C -2.541 9.976 -8.535  -0.3490
H -5.101 10.110 -4.042  0.3437
H -5.055 8.284 -4.403  0.3704
H -6.485 9.132 -3.950  0.4090
H -6.328 10.183 -6.339  0.4710
H -5.948 8.505 -6.510  0.1930
H -3.492 9.339 -6.000  0.4570
H -4.216 10.925 -6.407  0.5525
H -6.003 9.585 -8.766  0.4284
H -4.673 9.502 -9.940  0.0571
H -5.011 11.035 -9.269  0.3668
H -3.994 7.763 -9.278  -0.4155
H -4.621 7.379 -7.726  0.6392
H -1.877 6.740 -8.540  -0.6587
H -1.960 7.563 -7.020  0.7120
H -1.322 8.528 -9.719  0.6034
H -0.588 8.860 -8.228  0.7415
H -2.682 10.508 -9.476  0.5331
H -2.036 10.708 -7.904  0.1046

Results
- calculated total energy (Eh) = -2810.1419
- highest occupied orbital energy (eV) = -18.59
- total charge = +4
- lowest unoccupied orbital energy (eV) = -8.99
- gap between HOMO and LUMO (eV) = 9.598